Formula: C28H90BrF3O25PS
Source: the Open Molecules 2025 dataset
Level of theory: ωB97M-V/def2-TZVPD

Geometry as XYZ:
```
149
Properties=species:S:1:pos:R:3:forces:R:3:mulliken_charge:R:1
C -1.811 3.332 -1.287 -0.660 -0.750 -0.179 -0.85
C -2.678 2.322 -0.510 1.725 0.498 -0.007 -0.46
O -2.706 1.143 -1.286 -0.544 -0.349 0.160 0.03
C -2.699 -0.063 -0.508 0.123 0.479 -0.576 -1.28
P -1.006 -0.786 -0.040 -1.396 -1.304 2.581 -0.31
O -0.112 0.623 -0.635 0.616 -0.261 -0.340 -0.31
C 0.582 0.365 -1.806 -1.852 1.120 1.041 -0.65
S 2.269 -0.022 -1.224 1.756 -2.066 -2.135 1.49
O 3.295 0.309 -2.218 -0.473 0.865 0.887 -0.91
O 2.399 -1.401 -0.792 -0.501 1.092 0.814 -0.71
C 2.623 1.113 0.212 -0.380 -0.402 -0.098 0.67
F 1.958 0.814 1.297 -0.503 -0.163 0.537 -0.19
F 2.407 2.362 -0.132 -0.210 0.669 -0.241 -0.22
F 3.911 0.963 0.489 0.790 -0.119 -0.090 -0.23
C -0.131 -0.791 -2.578 -0.157 -0.750 -0.255 2.34
C 0.855 -1.581 -3.457 -0.055 -0.211 0.265 -1.86
C 1.745 -0.706 -4.356 -0.493 -0.233 -0.082 -0.83
O 2.965 -1.381 -4.628 0.101 0.035 -0.542 -0.46
C -1.237 -0.220 -3.519 -0.330 1.142 0.008 -0.54
C -2.400 -1.175 -3.710 0.528 0.005 0.049 0.18
O -2.326 -2.329 -3.925 -0.046 -0.354 -0.125 -0.52
Br -4.196 -0.346 -3.757 0.049 0.086 -0.066 -0.18
O -0.767 -1.558 -1.608 0.723 0.189 -0.500 -0.53
H -2.011 4.355 -0.966 0.172 0.044 -0.059 0.45
H -2.067 3.186 -2.336 -0.099 0.471 -0.062 0.21
H -0.755 3.067 -1.208 0.022 0.161 0.280 -0.04
H -3.661 2.721 -0.286 -0.226 -0.163 -0.139 0.45
H -2.152 2.130 0.428 -0.299 -0.117 0.149 0.30
H -3.233 0.121 0.429 0.035 -0.142 0.088 0.53
H -3.260 -0.813 -1.075 0.086 0.018 -0.003 0.52
H -1.751 -1.948 0.449 -0.007 0.085 -0.362 0.06
H -1.182 -0.233 1.308 0.318 0.447 -0.291 0.09
H 0.180 -1.415 0.482 0.213 0.249 -0.556 -0.06
H 0.512 1.305 -2.366 1.007 -0.097 -0.321 0.44
H 1.498 -2.203 -2.833 -0.056 0.147 0.081 0.34
H 0.275 -2.271 -4.072 0.003 -0.011 0.021 0.50
H 1.973 0.268 -3.924 -0.183 -0.061 -0.076 0.45
H 1.226 -0.522 -5.301 0.225 -0.069 -0.140 0.41
H 3.583 -1.117 -3.940 0.108 -0.008 0.221 0.31
H -0.865 -0.034 -4.535 0.081 -0.064 -0.003 0.78
H -1.633 0.737 -3.167 0.040 -0.210 0.177 -0.42
C 5.363 -2.859 -0.902 -0.007 0.275 0.047 -0.35
O 5.899 -1.834 -1.736 0.208 -0.234 -0.045 -0.55
H 5.576 -3.824 -1.365 0.042 0.044 -0.063 0.21
H 5.831 -2.822 0.088 -0.092 -0.133 0.045 0.17
H 4.285 -2.739 -0.801 -0.001 -0.136 0.089 0.25
H 5.696 -0.993 -1.316 -0.155 0.084 -0.132 0.26
C 5.721 -2.010 -6.443 -0.282 0.038 -0.040 -0.35
O 4.521 -1.980 -7.199 0.138 -0.082 -0.104 -0.59
H 6.554 -2.090 -7.138 0.003 -0.011 -0.014 0.28
H 5.836 -1.093 -5.857 0.087 -0.046 0.059 0.21
H 5.739 -2.872 -5.770 0.099 0.033 0.055 0.09
H 3.795 -1.909 -6.569 -0.080 0.116 0.190 0.37
C -6.714 0.991 0.007 0.130 0.350 0.163 -0.60
O -5.599 1.761 0.472 -0.079 -0.209 -0.053 -0.33
H -6.329 0.205 -0.642 0.108 0.039 0.026 0.27
H -7.237 0.541 0.849 -0.157 -0.045 -0.222 0.27
H -7.402 1.621 -0.559 -0.068 -0.106 -0.039 0.25
H -5.942 2.453 1.042 0.031 0.038 0.035 0.18
C -3.200 5.477 2.036 0.251 -0.462 0.072 -0.76
O -2.756 4.123 1.955 -0.177 0.232 0.033 -0.39
H -3.931 5.621 1.244 0.006 0.019 -0.008 0.26
H -3.674 5.678 2.998 -0.032 0.110 -0.015 0.36
H -2.373 6.172 1.885 -0.070 0.109 -0.003 0.33
H -2.106 3.985 2.647 0.061 -0.097 -0.013 0.22
C -9.965 -0.019 -1.474 -0.088 0.114 0.242 -0.60
O -9.845 0.926 -0.422 -0.098 0.108 -0.169 -0.45
H -9.069 0.048 -2.088 0.020 0.006 0.017 0.22
H -10.045 -1.035 -1.077 0.014 -0.044 -0.099 0.26
H -10.839 0.196 -2.098 0.029 -0.080 -0.073 0.30
H -10.639 0.860 0.121 0.088 -0.180 0.084 0.34
C -3.927 0.257 -8.013 0.115 -0.145 0.208 -0.61
O -3.044 0.440 -6.917 0.111 0.131 -0.278 -0.38
H -4.186 1.240 -8.398 0.018 0.025 0.025 0.22
H -3.450 -0.322 -8.810 -0.083 0.018 -0.067 0.26
H -4.841 -0.251 -7.694 -0.039 0.021 -0.082 0.25
H -2.823 -0.430 -6.574 -0.060 -0.012 0.142 0.25
C -8.281 -1.368 3.523 0.274 0.089 -0.086 -0.56
O -7.487 -1.036 2.394 -0.198 -0.141 0.277 -0.46
H -9.255 -1.690 3.160 0.005 0.007 -0.042 0.15
H -7.830 -2.184 4.095 -0.095 -0.013 0.063 0.29
H -8.416 -0.500 4.177 -0.080 -0.054 0.060 0.26
H -6.625 -0.753 2.715 0.090 -0.007 -0.143 0.27
C 6.303 -6.051 1.464 -0.080 0.275 0.063 -0.58
O 5.870 -5.274 2.574 0.140 -0.078 -0.005 -0.44
H 6.351 -7.090 1.783 -0.010 0.003 0.035 0.28
H 5.599 -5.967 0.632 0.048 -0.073 -0.050 0.24
H 7.297 -5.737 1.130 0.007 -0.087 -0.068 0.22
H 5.823 -4.355 2.288 -0.228 0.060 0.097 0.26
C -12.663 -0.507 2.311 0.056 0.167 -0.016 -0.57
O -12.033 0.463 1.479 -0.121 -0.009 0.014 -0.49
H -12.443 -1.489 1.900 0.033 0.018 -0.039 0.23
H -12.274 -0.454 3.331 -0.033 -0.074 0.014 0.25
H -13.746 -0.362 2.325 -0.007 -0.073 0.034 0.28
H -12.224 1.332 1.842 0.025 0.050 -0.005 0.25
C 9.033 -3.668 -1.349 -0.167 0.079 -0.165 -0.37
O 8.716 -4.575 -2.403 0.036 -0.098 -0.104 -0.55
H 10.040 -3.885 -0.999 0.001 -0.107 -0.075 0.29
H 8.993 -2.641 -1.715 -0.004 0.050 0.152 0.26
H 8.329 -3.792 -0.523 0.059 0.105 0.062 0.04
H 7.824 -4.361 -2.696 -0.044 0.028 0.030 0.31
C -3.692 9.218 3.385 -0.161 -0.077 -0.240 -0.49
O -3.978 8.209 2.417 0.039 0.153 0.163 -0.44
H -2.729 8.985 3.833 -0.008 -0.072 -0.020 0.27
H -3.643 10.199 2.914 0.023 0.067 0.131 0.16
H -4.456 9.227 4.169 0.076 0.073 0.071 0.24
H -4.828 8.419 2.024 -0.009 -0.016 -0.087 0.25
C 4.641 -4.248 5.992 -0.110 -0.261 -0.288 0.25
O 3.456 -5.004 5.750 -0.013 0.031 0.157 -0.57
H 4.517 -3.693 6.917 -0.057 -0.025 0.010 -0.05
H 5.500 -4.917 6.085 0.103 0.146 0.046 0.22
H 4.808 -3.546 5.170 0.140 0.032 0.061 -0.13
H 3.587 -5.483 4.928 -0.026 0.033 -0.068 0.31
C 4.643 -1.187 3.641 -0.342 -0.056 -0.202 -0.74
O 4.336 -2.092 2.585 0.232 0.002 0.055 -0.33
H 5.649 -1.407 3.993 0.003 -0.024 -0.027 0.26
H 4.602 -0.153 3.285 0.066 0.032 0.096 0.25
H 3.937 -1.317 4.464 0.106 0.104 0.107 0.37
H 3.446 -1.888 2.279 -0.015 -0.115 -0.138 0.20
C 8.051 -5.402 -5.900 0.167 0.124 0.211 -0.56
O 9.022 -4.455 -5.478 -0.054 -0.097 -0.065 -0.51
H 7.908 -5.281 -6.971 -0.004 0.030 -0.003 0.25
H 8.388 -6.424 -5.701 -0.087 -0.044 -0.043 0.29
H 7.093 -5.233 -5.397 -0.057 -0.080 -0.075 0.20
H 9.143 -4.567 -4.527 0.078 0.094 0.079 0.35
C 4.205 -2.628 9.908 0.211 0.073 -0.064 -0.57
O 4.898 -2.159 8.755 -0.122 0.031 0.082 -0.48
H 3.226 -2.972 9.586 0.007 0.004 -0.051 0.23
H 4.740 -3.462 10.370 -0.078 -0.020 0.049 0.26
H 4.078 -1.826 10.640 -0.065 -0.053 0.045 0.28
H 5.764 -1.858 9.038 0.061 -0.004 -0.033 0.27
C -0.245 4.718 -4.213 -0.171 -0.307 -0.302 -0.52
O -1.461 4.024 -4.473 0.096 0.185 -0.012 -0.46
H -0.392 5.351 -3.341 -0.080 -0.039 0.016 0.21
H 0.562 4.009 -4.008 0.102 0.129 0.053 0.19
H 0.019 5.338 -5.075 0.166 0.093 0.122 0.32
H -1.315 3.468 -5.243 -0.117 -0.099 -0.021 0.27
C -6.317 12.047 2.386 0.185 0.180 -0.033 -0.52
O -4.903 12.206 2.420 -0.150 -0.045 0.014 -0.46
H -6.538 10.999 2.578 0.039 -0.014 0.012 0.19
H -6.798 12.655 3.156 -0.086 -0.052 -0.012 0.27
H -6.718 12.318 1.406 -0.086 -0.046 0.024 0.27
H -4.708 13.131 2.251 0.074 0.026 -0.017 0.28
C 8.638 -5.156 6.168 -0.059 0.370 -0.017 -0.40
O 8.204 -4.377 7.280 0.070 -0.186 0.056 -0.48
H 8.686 -6.198 6.475 -0.037 0.025 0.091 0.22
H 7.935 -5.060 5.336 0.070 -0.121 -0.069 0.10
H 9.632 -4.831 5.848 0.010 -0.141 -0.108 0.28
H 8.165 -3.464 6.987 -0.082 0.053 0.023 0.28
```
Positions in Å, forces in eV/Å.

Output
E_tot = -179992.6423 eV
Kohn-Sham gap = 5.97 eV
charge = -1

Formula: C3H10NO2
Source: the Open Molecules 2025 dataset
Level of theory: ωB97M-V/def2-TZVPD

Geometry as XYZ:
```
16
Properties=species:S:1:pos:R:3:forces:R:3:nbo_charge:R:1
O 1.217 -0.073 0.742 4.015 -3.332 1.113 -0.67
C 2.100 -0.965 0.839 -1.365 1.659 -1.123 0.70
O 2.917 -1.213 -0.225 -1.669 0.582 1.862 -0.63
H 2.238 -1.592 1.776 -0.057 0.687 -1.099 0.17
H 3.461 -1.982 -0.033 0.405 -0.265 0.041 0.51
C -2.132 0.193 0.385 -0.853 0.108 -0.612 -0.43
N -0.905 0.936 0.038 -0.255 1.704 2.170 -0.55
C -0.272 0.639 -1.206 -1.219 -0.549 -4.054 -0.43
H -2.514 0.635 1.314 -0.616 0.233 -0.784 0.24
H -1.899 -0.815 0.726 0.355 -0.172 -0.584 0.23
H -2.775 0.165 -0.559 0.383 0.156 1.812 0.24
H -0.901 1.992 0.383 -0.160 -2.787 -1.433 0.45
H -0.127 0.472 0.492 0.251 0.313 2.246 0.48
H -1.002 0.643 -2.028 0.140 0.723 0.081 0.22
H 0.493 1.371 -1.340 0.643 0.101 -0.479 0.24
H 0.101 -0.405 -1.304 -0.001 0.839 0.843 0.24
```
Positions in Å, forces in eV/Å.

Output
E_tot = -8850.6576 eV
Kohn-Sham gap = 12.44 eV
energy above the lowest of the compared OMol25 structures with the same formula, charge and spin = 38.8 kcal/mol
charge = +1

Formula: C6H10
Source: the Open Molecules 2025 dataset
Level of theory: ωB97M-V/def2-TZVPD

Geometry as XYZ:
```
16
Properties=species:S:1:pos:R:3:forces:R:3:nbo_charge:R:1
C 0.689 -0.732 1.469 0.009 0.437 -0.132 -0.38
C -0.133 0.025 0.737 -0.200 -0.674 -0.290 -0.02
C -1.525 0.322 1.237 0.058 1.047 -0.185 -0.64
C 0.183 0.227 -0.703 -0.503 -1.071 -0.777 -0.01
C -0.759 0.487 -1.619 -0.169 0.035 0.079 -0.38
C 1.485 -0.332 -1.257 0.241 0.536 0.795 -0.64
H 1.599 -1.108 1.032 0.218 0.039 0.282 0.20
H 0.462 -0.988 2.495 -0.054 -0.128 -0.009 0.20
H -1.821 -0.431 1.952 -0.215 -0.081 0.165 0.22
H -1.643 1.315 1.683 0.369 -0.100 0.239 0.22
H -2.238 0.382 0.419 -0.065 -0.501 0.018 0.22
H -0.542 0.370 -2.673 0.179 0.215 -0.001 0.19
H -1.804 0.689 -1.413 0.197 0.188 0.188 0.19
H 2.331 -0.038 -0.636 0.126 0.099 -0.031 0.21
H 1.480 -1.425 -1.248 -0.146 0.080 -0.153 0.22
H 1.667 0.051 -2.253 -0.045 -0.120 -0.187 0.22
```
Positions in Å, forces in eV/Å.

Output
E_tot = -6382.8064 eV
Kohn-Sham gap = 9.70 eV
energy above the lowest of the compared OMol25 structures with the same formula, charge and spin = 24.3 kcal/mol
SMILES = C=C(C)C(=C)C